Arrangement A

# C3H9N2O2

A cluster of 2 separate species, C3H9N2O2 in total (ωB97M-V with the def2-TZVPD basis set, the OMol25 dataset).

Gap between HOMO and LUMO in eV: 9.59

ORCA input file:
```
! RIJCOSX wB97M-V def2-TZVPD def2/J DEFGRID3
* xyz 1 1
C 0.476 -0.806 -0.455
C 0.159 -0.532 1.902
C 1.246 1.006 -1.818
N 0.106 -1.229 0.823
N 0.872 0.369 -0.608
O 0.520 -1.985 -1.192
O -0.032 -0.972 3.081
H -1.676 1.848 -0.036
H -1.298 1.225 0.149
H 2.194 0.592 -2.187
H 0.596 0.861 -2.630
H 1.488 2.054 -1.427
H -0.010 -2.322 0.770
H 0.502 0.509 1.942
H 0.942 -1.916 -2.130
H 0.046 -1.954 3.024
*
```

These are the Mulliken partial charges, in e, on atoms 1 to 2: C 0.44; C 0.28

Arrangement B

# C3H9N2O2

The ion C3H9N2O2 with charge +1 (ωB97M-V with the def2-TZVPD basis set, the OMol25 dataset).

SMILES: C/C(N)=[NH+]/C(O)O
Gap between HOMO and LUMO in eV: 12.14

ORCA input file:
```
! RIJCOSX wB97M-V def2-TZVPD def2/J DEFGRID3
* xyz 1 1
C -1.974 -0.725 -0.205
C -0.677 0.028 -0.014
N -0.737 1.355 0.164
N 0.461 -0.639 0.137
C 1.824 -0.042 0.380
O 1.907 1.278 -0.248
O 2.700 -0.969 -0.183
H -1.654 -1.250 -1.094
H -2.735 0.029 -0.428
H -2.282 -1.256 0.661
H -1.592 1.957 0.160
H 0.106 1.905 0.148
H 0.387 -1.647 0.072
H 1.956 0.143 1.509
H 1.715 1.239 -1.209
H 3.509 -0.676 0.172
*
```

These are the Mulliken partial charges, in e, on atoms 1 to 2: C -1.12; C 0.69

Arrangement C

# C3H9N2O2

A structure of composition C3H9N2O2 (ωB97M-V with the def2-TZVPD basis set, the OMol25 dataset).

Gap between HOMO and LUMO (alpha / beta) in eV: 8.48 / 9.02

ORCA input file:
```
! RIJCOSX wB97M-V def2-TZVPD def2/J DEFGRID3
* xyz 1 1
C 1.215 -0.256 0.189
C -0.754 -0.774 0.040
C -0.425 1.705 -0.276
N 0.419 -1.451 0.291
N -0.063 0.378 -0.587
O 2.375 -0.341 -0.420
O -1.833 -1.272 -0.498
H 1.229 0.399 1.111
H -1.152 0.121 1.897
H 0.175 2.442 -0.732
H -1.401 2.260 -0.590
H -0.564 1.913 0.835
H 0.558 -2.095 1.088
H 0.183 0.111 -1.611
H 2.498 -1.257 -0.725
H -2.459 -1.883 -0.013
*
```

These are the Mulliken partial charges, in e, on atoms 1 to 2: C 0.20; C -0.32

The most stable of them is arrangement B.

Arrangement A

# H2NOS2

A cluster of 2 separate species, H2NOS2 in total (ωB97M-V with the def2-TZVPD basis set, the OMol25 dataset).

Gap between HOMO and LUMO (alpha / beta) in eV: 5.67 / 5.68

ORCA input file:
```
! RIJCOSX wB97M-V def2-TZVPD def2/J DEFGRID3
* xyz -1 1
N -0.464 0.474 -0.430
O 0.375 -1.983 -0.308
S 3.682 0.029 0.259
S 0.650 -0.565 0.017
H -0.802 0.723 -1.273
H 0.183 -0.250 1.241
*
```

These are the Mulliken partial charges, in e, on atoms 1 to 2: N -0.58; O -0.58

Arrangement B

# H2NOS2

A cluster of 2 separate species, H2NOS2 in total (ωB97M-V with the def2-TZVPD basis set, the OMol25 dataset).

Gap between HOMO and LUMO (alpha / beta) in eV: 7.37 / 7.38

ORCA input file:
```
! RIJCOSX wB97M-V def2-TZVPD def2/J DEFGRID3
* xyz -1 1
N -0.510 0.172 -0.473
O 1.090 -2.589 -0.204
S 2.388 0.847 -0.071
S 0.785 -0.299 0.169
H -0.365 -0.035 -1.464
H 0.682 0.085 1.585
*
```

These are the Mulliken partial charges, in e, on atoms 1 to 2: N -0.53; O -0.65

The most stable of them is arrangement A.

Arrangement A

# C2H5FO

A cluster of 2 separate species, C2H5FO in total (ωB97M-V with the def2-TZVPD basis set, the OMol25 dataset).

Gap between HOMO and LUMO in eV: 8.42

ORCA input file:
```
! RIJCOSX wB97M-V def2-TZVPD def2/J DEFGRID3
* xyz 0 1
C -0.494 0.197 0.216
C 0.893 0.251 -0.402
H -1.531 -1.694 0.721
H -0.817 1.291 0.487
H -0.307 -0.291 1.281
H 1.038 1.367 -0.167
H 0.800 0.173 -1.507
O -1.373 -0.570 -0.559
F 1.791 -0.725 -0.070
*
```

These are the Mulliken partial charges, in e, on atoms 1 to 2: C -0.22; C -0.14

Arrangement B

# C2H5FO

A cluster of 3 separate species, C2H5FO in total (ωB97M-V with the def2-TZVPD basis set, the OMol25 dataset).

Gap between HOMO and LUMO in eV: 12.61

ORCA input file:
```
! RIJCOSX wB97M-V def2-TZVPD def2/J DEFGRID3
* xyz 0 1
C -0.037 0.328 0.949
C 1.084 -0.253 0.098
O 2.233 -0.039 0.071
F 0.529 -1.146 -0.792
H -0.962 0.588 0.293
H -0.451 -0.524 1.590
H 0.356 1.056 1.619
H -1.115 -0.310 -2.036
H -1.637 0.299 -1.792
*
```

These are the Mulliken partial charges, in e, on atoms 1 to 2: C -0.67; C 0.62

The most stable of them is arrangement B.

Arrangement A

# C15H19N3O3S

An isolated molecule of C15H19N3O3S (ωB97M-V with the def2-TZVPD basis set, the OMol25 dataset).

SMILES: CCN(CC)C(=O)CSc1nc2ccccc2c(=O)n1OC
Gap between HOMO and LUMO in eV: 9.01

ORCA input file:
```
! RIJCOSX wB97M-V def2-TZVPD def2/J DEFGRID3
* xyz 0 1
C 2.410 -0.217 1.523
C 1.390 -1.214 0.972
N 0.741 -1.968 2.023
C 1.399 -3.192 2.450
C 0.962 -4.385 1.606
C -0.381 -1.598 2.676
O -0.839 -2.241 3.601
C -1.082 -0.326 2.218
S -2.072 -0.624 0.711
C -1.479 0.663 -0.312
N -0.514 1.430 0.051
C -0.104 2.411 -0.811
C 0.941 3.259 -0.430
C 1.365 4.250 -1.285
C 0.767 4.421 -2.532
C -0.260 3.593 -2.924
C -0.705 2.580 -2.072
C -1.793 1.700 -2.490
O -2.371 1.725 -3.552
N -2.117 0.751 -1.513
O -3.179 -0.122 -1.716
C -2.907 -1.131 -2.675
H 3.182 -0.729 2.092
H 2.878 0.319 0.701
H 1.926 0.504 2.176
H 0.652 -0.682 0.374
H 1.896 -1.928 0.317
H 1.125 -3.364 3.493
H 2.480 -3.049 2.383
H 1.466 -5.284 1.947
H -0.111 -4.528 1.703
H 1.200 -4.229 0.556
H -1.789 -0.045 2.999
H -0.413 0.499 1.984
H 1.393 3.117 0.539
H 2.171 4.905 -0.986
H 1.111 5.205 -3.190
H -0.743 3.701 -3.884
H -2.043 -1.734 -2.380
H -2.750 -0.698 -3.665
H -3.803 -1.747 -2.676
*
```

These are the Mulliken partial charges, in e, on atoms 1 to 2: C -1.08; C -0.43

Arrangement B

# C15H19N3O3S

An isolated molecule of C15H19N3O3S (ωB97M-V with the def2-TZVPD basis set, the OMol25 dataset).

SMILES: CC(=O)N[C@H]1CN2/C(=N/c3ccccc3)SC[C@@H]2[C@@H](O)[C@H]1O
Gap between HOMO and LUMO in eV: 8.62

ORCA input file:
```
! RIJCOSX wB97M-V def2-TZVPD def2/J DEFGRID3
* xyz 0 1
C 4.299 -3.395 -2.236
C 3.255 -2.983 -1.159
O 3.282 -3.342 -0.037
N 2.113 -2.199 -1.487
C 0.885 -1.797 -0.709
C 0.625 -0.308 -0.721
N -0.448 -0.234 0.293
C -0.746 1.000 0.879
N 0.066 2.021 0.812
C -0.288 3.275 1.413
C 0.503 3.755 2.456
C 0.152 4.845 3.155
C -0.899 5.606 2.709
C -1.589 5.315 1.437
C -1.288 4.003 0.871
S -2.383 1.115 1.611
C -2.771 -0.559 0.919
C -1.746 -0.897 -0.194
C -1.541 -2.374 -0.496
O -2.614 -3.008 -1.116
C -0.277 -2.636 -1.293
O -0.528 -2.176 -2.627
H 3.864 -4.241 -2.798
H 5.225 -3.772 -1.739
H 4.646 -2.568 -2.846
H 1.989 -2.006 -2.485
H 1.089 -2.062 0.352
H 0.436 -0.175 -1.798
H 1.515 0.279 -0.337
H 1.441 3.253 2.735
H 0.811 5.115 3.906
H -1.111 6.509 3.197
H -2.311 6.001 1.117
H -1.798 3.692 -0.049
H -3.771 -0.636 0.393
H -2.751 -1.287 1.837
H -2.128 -0.491 -1.113
H -1.435 -2.807 0.530
H -2.317 -3.926 -1.199
H -0.003 -3.724 -1.330
H -1.452 -2.180 -2.853
*
```

These are the Mulliken partial charges, in e, on atoms 1 to 2: C -1.07; C 0.69

The most stable of them is arrangement A.

Arrangement A

# C3H9BrN

A cluster of 2 separate species, C3H9BrN in total (ωB97M-V with the def2-TZVPD basis set, the OMol25 dataset).

Gap between HOMO and LUMO in eV: 9.64

ORCA input file:
```
! RIJCOSX wB97M-V def2-TZVPD def2/J DEFGRID3
* xyz 1 1
C 1.743 0.243 0.596
C 0.190 1.882 -0.245
C -2.222 -1.472 -0.327
N 1.098 1.006 -0.435
Br -2.206 0.441 0.016
H 2.825 0.273 0.467
H 1.484 0.627 1.580
H 1.435 -0.803 0.532
H -1.203 -1.837 -0.351
H -0.244 2.421 -1.075
H -0.045 2.215 0.756
H -2.789 -1.931 0.476
H -2.717 -1.622 -1.283
H 1.350 0.736 -1.386
*
```

These are the Mulliken partial charges, in e, on atoms 1 to 2: C -0.66; C -0.43

Arrangement B

# C3H9BrN

A cluster of 2 separate species, C3H9BrN in total (ωB97M-V with the def2-TZVPD basis set, the OMol25 dataset).

Gap between HOMO and LUMO in eV: 8.32

ORCA input file:
```
! RIJCOSX wB97M-V def2-TZVPD def2/J DEFGRID3
* xyz 1 1
C -2.373 -1.020 -0.229
C 0.890 1.556 -0.053
C 1.044 -0.665 0.909
N 1.752 0.359 0.144
Br 1.464 -2.361 0.450
H -2.123 -0.653 -1.217
H -3.362 -0.673 0.045
H -2.365 -2.103 -0.238
H 0.500 1.881 0.910
H 1.464 2.361 -0.506
H 0.053 1.299 -0.698
H -1.641 -0.666 0.500
H 2.547 0.638 0.743
H 2.150 0.049 -0.758
*
```

These are the Mulliken partial charges, in e, on atoms 1 to 2: C -0.89; C -0.77

The most stable of them is arrangement A.

Arrangement A

# C2H3ClNO3S

A structure of composition C2H3ClNO3S (ωB97M-V with the def2-TZVPD basis set, the OMol25 dataset).

Gap between HOMO and LUMO in eV: 7.93

ORCA input file:
```
! RIJCOSX wB97M-V def2-TZVPD def2/J DEFGRID3
* xyz -1 1
C -1.529 -0.208 -0.071
C 1.319 1.275 0.322
N -2.591 -0.802 -0.017
O 1.780 -1.458 0.712
O -0.524 -0.592 0.683
O 0.820 -0.674 -1.400
S 1.099 -0.424 -0.031
Cl 3.038 1.417 -0.081
H -1.496 0.764 -0.796
H 1.378 1.182 1.406
H -3.293 -0.482 -0.727
*
```

These are the Mulliken partial charges, in e, on atoms 1 to 2: C 0.43; C -0.39

Arrangement B

# C2H3ClNO3S

The ion C2H3ClNO3S with charge -1 (ωB97M-V with the def2-TZVPD basis set, the OMol25 dataset).

SMILES: [H]/N=C(\Cl)O[S@](=C)(=O)[O-]
Gap between HOMO and LUMO in eV: 8.44

ORCA input file:
```
! RIJCOSX wB97M-V def2-TZVPD def2/J DEFGRID3
* xyz -1 1
H -3.139 -1.629 -0.219
N -2.208 -1.595 -0.796
C -1.273 -0.845 -0.447
Cl -1.603 0.283 1.065
O -0.125 -0.646 -0.835
S 1.364 0.000 0.198
C 1.327 1.665 0.360
O 2.471 -0.401 -0.581
O 1.177 -0.785 1.380
H 0.274 2.028 0.596
H 1.735 1.925 -0.720
*
```

These are the Mulliken partial charges, in e, on atoms 1 to 2: H 0.25; N -0.73

The most stable of them is arrangement B.